Here is the ion C21H18F3N2O6S3 with charge -1 at a distorted geometry from the OMol25 dataset. Energies are from ωB97M-V/def2-TZVPD.

Atoms and positions in Å:
C1 -1.8782 0.8975 5.0324
S1 1.4950 0.5580 0.2758
O1 -1.8392 1.1252 -2.3668
H1 3.5194 -0.2649 -6.6141
C2 -1.8791 -1.6023 -1.4310
H2 -1.6003 -1.1956 5.4471
H3 -2.0789 -1.3326 -2.4676
H4 -1.8231 2.9860 4.4925
C3 0.1439 0.2270 -4.7497
C4 -1.3494 -2.2410 1.2434
H5 -4.0084 1.3252 5.1397
C5 1.3534 0.4988 2.1268
C6 1.3012 0.8373 -4.2721
S2 1.2172 1.8573 -2.7819
N1 0.6082 0.7641 -1.6998
O2 2.6013 2.0435 -2.4234
C7 -0.2081 1.8979 3.5684
C8 -3.1753 1.0308 5.8038
C9 2.5241 0.6547 -4.9349
C10 -1.3864 -0.6358 -0.5558
H6 0.1975 2.7826 3.0984
H7 0.4172 -1.4001 4.0287
O3 -1.0530 1.9370 -0.1308
C11 -2.0490 -2.9069 -0.9770
F1 1.4539 -1.7202 -1.1751
H8 1.7227 -0.5458 2.1602
C12 0.2042 -0.5913 -5.8793
F2 2.8016 -1.7207 0.5716
C13 1.4130 -0.7737 -6.5518
H9 -3.4535 0.0863 6.2938
H10 -0.7956 0.4032 -4.2338
O4 3.4460 1.3070 1.5375
O5 2.4797 2.3670 3.2259
H11 -0.7042 -1.0605 -6.2390
C14 -0.0746 -0.4337 4.0873
C15 2.3361 -0.9712 -0.4657
S3 -0.9970 0.9810 -1.2178
C16 -1.1972 -0.3225 4.9224
H12 -2.3990 -3.6634 -1.6705
F3 3.3761 -0.6984 -1.3007
H13 1.4575 -1.3927 -7.4489
C17 -1.3335 2.0214 4.3907
C18 -1.2117 -0.9245 0.7935
H14 3.4314 1.1318 -4.5601
N2 2.4843 1.4784 2.3511
H15 -3.0923 1.8116 6.5782
O6 0.3588 2.9860 -3.0118
H16 -0.9343 -0.1171 1.4750
H17 -1.1276 -2.4795 2.2895
C19 2.5734 -0.1466 -6.0803
C20 -1.7618 -3.2302 0.3500
C21 0.3389 0.6367 3.2690
H18 -1.8455 -4.2619 0.6872

Properties
Total charge: -1
Highest occupied orbital energy (Eh): -0.16777
Spin multiplicity: 1
Lowest unoccupied orbital energy (eV): 2.48

Results of the Mulliken charge analysis, in e, for atoms 1 through 2: atom 1 (C): 1.0842, atom 2 (S): 0.2841